[1]
The following is a quantum chemistry calculation of a molecular structure, C28H35N7 at a distorted geometry, from OMol25.

Properties
Orbital gap: 8.57 eV
ΔE to the lowest compared entry with this formula, charge and spin: 987.6 kJ/mol
Highest occupied orbital energy: -8.053 eV

```
! RIJCOSX wB97M-V def2-TZVPD def2/J DEFGRID3
* xyz 0 1
N 2.284 -2.172 -2.014
C 2.704 -0.960 -2.561
C 3.743 -0.563 -1.814
C 4.081 -1.586 -0.849
C 2.996 -2.511 -0.870
H 1.285 -2.505 -2.264
H 2.236 -0.356 -3.413
H 4.309 0.573 -1.784
H 4.789 -1.462 -0.173
H 2.644 -3.347 -0.290
N -1.728 -5.979 3.756
C -2.746 -5.939 2.901
C -2.360 -5.480 1.695
C -0.857 -5.094 1.931
C -0.581 -5.343 3.249
H -1.856 -6.231 4.801
H -3.854 -6.317 2.949
H -3.042 -5.377 0.592
H -0.077 -4.591 1.297
H 0.182 -5.099 3.854
N -1.028 3.856 -3.611
C -1.211 2.997 -2.493
C -2.314 2.160 -2.819
C -2.773 2.557 -4.281
C -1.992 3.712 -4.595
H -0.318 4.411 -3.734
H -0.808 3.225 -1.625
H -2.783 1.403 -2.237
H -3.683 2.090 -4.709
H -2.126 4.317 -5.556
N -0.492 -2.237 -3.492
C -0.905 -1.807 -2.182
C -1.145 -2.903 -1.477
C -0.826 -4.165 -2.325
C -0.448 -3.593 -3.528
H -0.361 -1.530 -4.320
H -1.066 -0.800 -1.855
H -1.457 -2.836 -0.570
H -0.853 -5.199 -2.287
H 0.046 -4.191 -4.443
N 0.762 -0.351 0.098
C -0.078 -0.895 0.970
C -0.836 0.029 1.478
C -0.478 1.297 0.686
C 0.499 0.923 -0.170
H 1.565 -0.948 -0.446
H -0.102 -2.052 0.922
H -1.589 -0.046 2.011
H -0.863 2.324 0.608
H 1.158 1.589 -0.749
N -2.705 6.407 0.544
C -2.636 7.401 1.482
C -1.333 7.383 1.907
C -0.529 6.308 1.324
C -1.468 5.771 0.436
H -3.457 6.241 -0.141
H -3.554 8.065 1.677
H -0.998 8.309 2.827
H 0.579 6.033 1.593
H -1.297 4.826 -0.233
N 2.069 -0.007 2.750
C 1.950 -0.144 4.097
C 3.199 -0.056 4.602
C 4.149 0.244 3.458
C 3.406 0.156 2.316
H 1.443 -0.115 2.061
H 0.984 -0.234 4.438
H 3.450 0.037 5.733
H 5.320 0.341 3.611
H 3.802 0.033 1.250
*
```

natural (NBO) population analysis, charges in e, atoms 1 to 6:
1. N -0.552
2. C -0.126
3. C -0.282
4. C -0.299
5. C -0.096
6. H 0.460

***

[2]
The following is a quantum chemistry calculation of a molecular structure, C28H35N7O3SSr, from OMol25.

Properties
Orbital gap: 6.50 eV
ΔE to the lowest compared entry with this formula, charge and spin: 0.0 kJ/mol
Highest occupied orbital energy: -11.597 eV

```
! RIJCOSX wB97M-V def2-TZVPD def2/J DEFGRID3
* xyz 2 1
Sr 0.036 -0.589 0.533
O -1.888 4.278 -4.753
C -2.291 4.409 -3.593
O -2.938 5.261 -2.976
C -1.855 3.202 -2.668
C -1.072 2.180 -3.168
C -0.562 1.226 -2.304
N -0.831 1.234 -0.983
C -1.634 2.206 -0.505
C -2.168 3.190 -1.321
C -1.919 2.209 0.963
C -2.809 3.120 1.529
C -3.034 3.107 2.893
C -2.363 2.180 3.679
C -1.507 1.305 3.047
N -1.281 1.305 1.727
C 0.338 0.154 -2.820
C 0.559 -0.020 -4.187
C 1.423 -1.003 -4.628
C 2.062 -1.809 -3.695
C 1.781 -1.590 -2.364
N 0.944 -0.643 -1.923
H -0.851 2.230 -4.226
H -2.786 4.009 -0.975
H -3.335 3.833 0.914
H -3.726 3.810 3.336
H -2.504 2.130 4.749
H -0.973 0.556 3.625
H 0.054 0.606 -4.907
H 1.595 -1.142 -5.687
H 2.747 -2.590 -3.993
H 2.249 -2.210 -1.604
C -4.803 -2.945 -2.173
N -3.861 -2.724 -1.081
C -4.078 -2.996 0.244
C -2.955 -2.594 0.902
N -2.057 -2.069 -0.002
C -2.644 -2.168 -1.183
H -5.608 -3.583 -1.821
H -4.305 -3.438 -3.004
H -5.224 -2.000 -2.512
H -4.989 -3.444 0.599
H -2.745 -2.644 1.958
H -2.221 -1.846 -2.122
N 4.104 3.566 -0.188
C 4.341 2.576 0.918
C 3.411 1.379 0.743
N 1.996 1.733 0.639
C 1.790 2.732 -0.415
C 2.657 3.973 -0.266
H 4.387 3.158 -1.083
H 4.693 4.391 -0.052
H 4.145 3.100 1.853
H 5.387 2.276 0.890
H 3.565 0.704 1.585
H 3.689 0.832 -0.164
H 1.653 2.100 1.524
H 0.750 3.046 -0.436
H 1.992 2.257 -1.381
H 2.434 4.515 0.653
H 2.533 4.645 -1.114
O 1.339 -1.730 2.336
S 0.591 -2.906 2.960
C 1.661 -3.638 4.240
C 2.290 -4.900 3.658
C 1.239 -5.494 2.717
C 0.784 -4.326 1.850
H 1.010 -3.861 5.086
H 2.364 -2.860 4.532
H 2.568 -5.594 4.449
H 3.194 -4.653 3.098
H 0.401 -5.902 3.286
H 1.639 -6.298 2.101
H -0.148 -4.483 1.308
H 1.572 -4.028 1.153
*
```

natural (NBO) population analysis, charges in e, atoms 1 to 6:
1. Sr 1.822
2. O -0.708
3. C 0.740
4. O -0.704
5. C -0.009
6. C -0.236

***

[3]
The following is a quantum chemistry calculation of a molecular structure, C28H35NPRuS2, from OMol25.

Properties
⟨S²⟩: 6.062
Orbital gap (spin up / spin down): 7.67 / 5.54 eV
ΔE to the lowest compared entry with this formula, charge and spin: 0.0 kJ/mol
Highest occupied orbital energy (spin up / spin down): -10.322 / -10.910 eV

```
! RIJCOSX wB97M-V def2-TZVPD def2/J DEFGRID3
* xyz 1 5
Ru 0.221 0.122 1.526
S -1.568 0.612 2.861
C -1.406 -1.046 3.423
C -2.557 -1.827 3.610
C -2.447 -3.127 4.043
C -1.188 -3.694 4.285
C -0.044 -2.958 4.087
C -0.126 -1.625 3.656
S 1.325 -0.683 3.353
H -3.527 -1.387 3.414
H -3.342 -3.716 4.198
H -1.113 -4.718 4.625
H 0.931 -3.394 4.259
C 1.284 3.299 0.690
C 2.584 2.489 0.656
C 3.597 3.075 -0.326
P 2.170 0.728 0.344
C 3.720 -0.246 0.328
C 3.382 -1.717 0.075
C 4.492 -0.048 1.634
C 1.521 0.632 -1.357
C 2.298 0.792 -2.484
C 1.760 0.707 -3.776
C 2.618 0.878 -4.992
C 0.385 0.447 -3.899
C -0.413 0.273 -2.801
C 0.131 0.352 -1.488
N -0.613 0.140 -0.387
C -2.022 -0.045 -0.496
C -2.540 -1.334 -0.336
C -1.624 -2.508 -0.096
C -3.912 -1.502 -0.417
C -4.773 -0.429 -0.637
C -6.260 -0.645 -0.707
C -4.220 0.837 -0.774
C -2.849 1.054 -0.707
C -2.280 2.446 -0.799
H 1.500 4.344 0.917
H 0.600 2.929 1.459
H 0.778 3.263 -0.277
H 3.011 2.476 1.664
H 3.164 3.163 -1.323
H 4.508 2.479 -0.390
H 3.879 4.076 0.001
H 4.316 0.132 -0.507
H 2.802 -2.125 0.905
H 4.301 -2.298 -0.013
H 2.813 -1.851 -0.847
H 3.905 -0.379 2.492
H 4.781 0.991 1.791
H 5.403 -0.647 1.608
H 3.359 0.990 -2.381
H 3.656 1.072 -4.727
H 2.257 1.703 -5.607
H 2.582 -0.021 -5.611
H -0.048 0.370 -4.890
H -1.466 0.048 -2.916
H -1.135 -2.433 0.878
H -0.841 -2.572 -0.854
H -2.185 -3.441 -0.111
H -4.323 -2.501 -0.309
H -6.506 -1.424 -1.430
H -6.781 0.266 -0.994
H -6.650 -0.966 0.261
H -4.873 1.689 -0.928
H -3.080 3.184 -0.808
H -1.683 2.592 -1.702
H -1.638 2.657 0.059
*
```

natural (NBO) population analysis, charges in e, atoms 1 to 6:
1. Ru 0.480
2. S 0.054
3. C -0.193
4. C -0.244
5. C -0.126
6. C -0.204